Formula: C5H11NO2
Source: the Open Molecules 2025 dataset
Level of theory: ωB97M-V/def2-TZVPD

Cartesian coordinates (Å):
C (-1.57781, -0.14617, 1.06637)
N (-0.70314, -0.42213, -0.08320)
C (-1.21937, 0.17377, -1.38934)
O (-0.46311, -1.83939, -0.16385)
O (-2.30319, 0.70293, -1.46029)
H (-1.32631, -2.25836, -0.30873)
H (-0.61058, -0.21407, -2.21432)
H (-1.81068, 0.91473, 1.07993)
H (-2.51245, -0.69160, 0.94452)
H (-1.04186, -0.44344, 1.96378)
C (2.00536, -0.27319, -0.60266)
C (0.83829, 0.47609, 0.01378)
C (1.06513, 1.18092, 1.17532)
H (0.33817, 1.08646, -0.91889)
H (2.81086, 0.42889, -0.81259)
H (2.38296, -1.01551, 0.09836)
H (1.76188, -0.78705, -1.53167)
H (0.28620, 1.75497, 1.65300)
H (2.07965, 1.37214, 1.49050)

Atomic forces in eV per Å
0.1 0.0 -0.4
-0.5 -1.1 0.6
-1.2 -0.9 0.4
-0.4 0.7 -0.5
1.7 -0.5 0.1
-0.1 0.0 0.1
0.0 0.3 -0.1
0.1 0.0 0.0
0.0 -0.1 0.1
0.0 0.1 0.0
-0.3 -0.5 0.2
0.5 2.8 -1.8
-0.4 -0.4 0.2
0.6 -0.2 1.0
-0.1 0.1 0.0
0.0 0.0 0.0
-0.1 0.0 0.0
0.0 0.4 -0.2
0.0 -0.5 0.3

Largest force on an atom ... 3.36 eV/Å
HOMO ... -0.23584 hartree
Energy relative to the best compared isomer or geometry (same formula, charge and spin) ... 6.826 eV
Frontier orbital gap ... 6.528 eV



Formula: C5H11NO2
Source: the Open Molecules 2025 dataset
Level of theory: ωB97M-V/def2-TZVPD

Cartesian coordinates (Å):
C (-1.75105, 0.92894, -0.70143)
C (-1.79727, -0.45173, -0.04901)
O (-2.05833, -0.36083, 1.33221)
C (-0.47906, -1.23141, -0.27068)
C (0.24399, -0.92163, -1.47215)
N (0.95024, -0.54900, -2.29979)
H (-1.57146, 0.84159, -1.77005)
H (-2.69629, 1.44009, -0.52806)
H (-0.94325, 1.51398, -0.26195)
H (-2.63412, -1.02587, -0.45855)
H (-1.44086, 0.27252, 1.71871)
H (0.16445, -1.27417, 0.61322)
H (-0.65210, -2.31933, -0.61540)
C (2.73623, 0.39485, 0.97291)
O (1.42753, 0.89013, 0.82141)
H (3.48435, 1.17483, 0.84068)
H (2.95062, -0.42254, 0.27302)
H (2.80262, 0.01025, 1.99221)
H (1.26377, 1.08934, -0.13730)

Atomic forces in eV per Å
-0.1 -0.3 0.2
0.2 0.2 -0.2
-0.1 0.0 0.2
-0.8 -3.0 -1.1
1.4 1.8 0.2
-0.2 -0.3 -0.4
0.0 0.1 -0.1
0.0 0.0 0.0
0.0 0.1 0.0
0.2 0.1 0.0
0.0 0.0 0.0
-0.1 0.3 -0.3
-0.5 1.0 1.5
0.3 -0.4 0.1
-0.8 0.5 -1.4
0.1 0.1 0.0
0.0 0.1 0.1
0.1 0.0 -0.1
0.4 -0.3 1.3

SMILES ... C[C@H](O)CC#N.CO
Largest force on an atom ... 3.33 eV/Å
HOMO ... -0.39295 hartree
Energy relative to the best compared isomer or geometry (same formula, charge and spin) ... 1.992 eV
Frontier orbital gap ... 11.453 eV



Formula: C5H11NO2
Source: the Open Molecules 2025 dataset
Level of theory: ωB97M-V/def2-TZVPD

Cartesian coordinates (Å):
C (-0.63627, -1.20544, -0.15629)
C (-1.68619, -0.26200, -0.67726)
O (-2.54691, 0.16332, 0.38290)
C (0.10144, -0.70311, 1.12244)
N (0.51653, 0.69815, 1.12971)
C (1.24400, 1.24835, 0.05655)
C (2.19568, 0.41166, -0.66468)
O (2.35119, -0.77180, -0.77807)
H (-1.15189, -2.11017, 0.18491)
H (0.11286, -1.54989, -0.85735)
H (-2.29840, -0.65212, -1.48974)
H (-1.15409, 0.62487, -1.03615)
H (-2.92485, 0.99698, 0.07480)
H (1.03220, -1.25919, 1.08879)
H (-0.39344, -1.06462, 2.01518)
H (-0.15148, 1.33792, 1.56028)
H (1.40708, 2.30789, 0.12599)
H (0.89729, 0.82231, -1.06409)
H (3.08523, 0.96689, -1.01790)

Atomic forces in eV per Å
-0.8 -0.6 1.5
0.5 0.8 -0.1
0.0 0.1 0.0
1.0 -0.6 -1.4
-1.0 0.6 0.8
-0.7 -2.9 -0.5
4.1 1.8 1.7
-0.9 -2.5 0.1
0.0 -0.1 -0.1
-0.1 0.4 -0.6
0.2 -0.3 -0.1
-0.2 0.1 -0.3
-0.1 -0.2 0.3
0.1 -0.2 0.2
-0.3 0.9 0.3
0.2 -0.4 -0.6
0.2 0.1 -0.5
-1.7 2.1 0.1
-0.6 1.0 -0.9

Largest force on an atom ... 4.79 eV/Å
HOMO ... -0.30351 hartree
Energy relative to the best compared isomer or geometry (same formula, charge and spin) ... 3.834 eV
Frontier orbital gap ... 8.900 eV



Formula: C5H11NO2
Source: the Open Molecules 2025 dataset
Level of theory: ωB97M-V/def2-TZVPD

Cartesian coordinates (Å):
C (1.29550, 1.21885, -1.55431)
N (0.99858, 0.50088, -0.32149)
C (1.39701, 1.02820, 0.95347)
C (0.10111, -0.55309, -0.48158)
O (-0.32347, -0.78030, -1.61155)
C (-0.44406, -1.32180, 0.68026)
C (-1.97282, -1.32418, 0.66628)
O (-2.46685, -0.07848, 0.13199)
H (1.48846, 0.59481, -2.41787)
H (0.39380, 1.78229, -1.83236)
H (2.13679, 1.88892, -1.37830)
H (1.06409, 2.06768, 0.95827)
H (2.48043, 0.97864, 1.16101)
H (1.02468, 0.44137, 1.77849)
H (0.05607, -2.29560, 0.65394)
H (-0.12902, -0.88728, 1.63142)
H (-2.52779, -2.04774, 0.07564)
H (-2.35350, -1.26912, 1.68618)
H (-2.21901, 0.05596, -0.77949)

Atomic forces in eV per Å
-0.4 0.7 0.4
-0.7 -2.4 -0.4
0.8 0.4 0.0
0.4 1.6 -0.8
0.0 -0.3 0.2
0.6 -0.2 0.8
-0.9 1.5 -0.9
-0.2 0.6 1.1
0.2 -0.5 0.3
0.3 0.2 0.0
-0.1 0.0 0.0
0.1 0.0 0.7
-0.1 0.3 -0.7
-0.6 0.3 0.0
-0.5 -0.2 -0.1
-0.1 -0.1 -0.2
0.7 -0.9 0.3
0.1 -0.6 0.0
0.3 -0.4 -0.5

SMILES ... CN(C)C(=O)CCO
Largest force on an atom ... 2.56 eV/Å
HOMO ... -0.34016 hartree
Energy relative to the best compared isomer or geometry (same formula, charge and spin) ... 1.290 eV
Frontier orbital gap ... 10.097 eV



Formula: C5H11NO2
Source: the Open Molecules 2025 dataset
Level of theory: ωB97M-V/def2-TZVPD

Cartesian coordinates (Å):
C (-2.86928, 1.35136, 1.55678)
C (-1.98992, 1.60901, 0.33056)
C (-1.46336, 0.32867, -0.23767)
O (-1.62122, -0.03323, -1.37810)
H (-3.71183, 0.70920, 1.29691)
H (-3.29248, 2.28368, 1.93084)
H (-2.31327, 0.89689, 2.37720)
H (-2.55941, 2.13268, -0.43761)
H (-1.14292, 2.24125, 0.61384)
H (-0.89552, -0.31631, 0.46441)
N (1.48210, -1.55692, 1.20556)
C (2.22354, -1.64556, -0.06237)
C (1.84786, -0.44372, -0.89586)
O (2.59806, 0.46228, -1.15578)
H (1.67250, -2.37710, 1.76903)
H (1.84726, -0.77594, 1.74216)
H (1.86655, -2.52956, -0.59533)
H (3.30888, -1.68784, 0.06036)
H (0.81240, -0.44548, -1.27397)

Atomic forces in eV per Å
-0.1 0.1 0.0
-0.3 0.2 0.1
0.1 -0.2 -0.1
0.0 0.1 0.1
0.1 -0.1 0.0
0.1 0.0 0.0
0.0 -0.1 -0.1
0.1 0.0 -0.1
0.1 -0.1 0.0
0.0 0.1 0.1
0.2 0.1 0.0
-0.1 0.1 0.2
0.1 0.0 -0.3
0.0 -0.1 0.1
-0.1 -0.1 -0.1
-0.1 0.0 0.0
0.1 -0.1 0.0
0.0 0.0 -0.1
0.0 0.0 0.0

SMILES ... CCC=O.NCC=O
Largest force on an atom ... 0.37 eV/Å
HOMO ... -0.35694 hartree
Energy relative to the best compared isomer or geometry (same formula, charge and spin) ... 1.832 eV
Frontier orbital gap ... 10.499 eV



Formula: C5H11NO2
Source: the Open Molecules 2025 dataset
Level of theory: ωB97M-V/def2-TZVPD

Cartesian coordinates (Å):
C (-0.51071, 1.86330, -0.06581)
C (-1.06231, -1.10533, -1.46084)
C (-1.47439, -0.82024, 1.15589)
C (2.61669, 0.78078, 0.21933)
C (-0.45650, -1.01078, -0.01355)
N (0.41556, 0.15520, 0.28326)
O (-1.17252, 2.04254, -1.00829)
O (1.51561, 0.19079, -0.49062)
H (-0.36799, 2.66386, 0.69021)
H (-0.40602, -1.79100, -1.86374)
H (-2.14222, -1.47214, -1.47442)
H (-0.79627, -0.19186, -2.02003)
H (-2.01156, 0.09057, 1.24736)
H (-0.82432, -0.93670, 2.07240)
H (-2.08557, -1.66291, 1.25891)
H (2.42027, 1.98913, 0.25566)
H (3.50082, 0.56350, -0.36858)
H (2.78806, 0.60178, 1.32290)
H (0.05336, -1.95047, 0.25996)

Atomic forces in eV per Å
3.8 2.9 3.1
-0.2 1.1 1.5
2.7 -1.0 1.0
-0.3 4.2 0.7
-1.8 1.3 1.0
-0.5 -0.2 -0.5
-3.1 -1.2 -3.7
0.3 -1.1 1.0
0.0 -1.8 0.8
0.8 -2.0 -1.5
1.6 0.8 -0.1
-1.0 -0.2 0.3
-0.4 0.8 -0.4
-0.7 0.5 -0.6
-1.4 -1.2 -0.3
0.5 -2.8 -0.5
0.0 0.0 0.0
-0.8 -0.9 -1.4
0.3 0.5 -0.4

Largest force on an atom ... 5.73 eV/Å
Multiplicity ... 3
HOMO (spin up / spin down) ... -0.18810 / -0.36876 hartree
Energy relative to the best compared isomer or geometry (same formula, charge and spin) ... 3.353 eV
Frontier orbital gap (spin up / spin down) ... 6.017 / 8.567 eV